(1)
# C31H71O15PSi

4 unconnected molecules or ions with the total composition C31H71O15PSi (ωB97M-V/def2-TZVPD, the Open Molecules 2025 dataset).

Structure (ORCA input):
```
! RIJCOSX wB97M-V def2-TZVPD def2/J DEFGRID3
* xyz 0 1
C -4.69 -5.44 -0.81
C -4.12 -6.77 -0.35
O -3.89 -7.66 -1.11
O -3.93 -6.98 0.98
C -3.76 -5.89 1.89
C -2.43 -5.19 1.68
C -1.23 -6.11 1.91
C -0.21 -6.05 0.78
C 1.17 -6.62 1.13
C 2.29 -6.12 0.22
C 2.17 -6.57 -1.24
C 1.18 -5.76 -2.08
O 1.82 -5.27 -3.26
P 1.46 -3.84 -3.84
O 2.15 -3.49 -5.07
O -0.14 -3.83 -4.03
O 1.71 -2.88 -2.60
Si 0.81 -1.56 -2.08
C 0.46 -0.39 -3.47
C 1.88 -0.78 -0.77
C -0.79 -2.08 -1.26
H -5.77 -5.53 -0.81
H -4.41 -4.59 -0.19
H -4.36 -5.28 -1.83
H -3.77 -6.36 2.88
H -4.61 -5.21 1.85
H -2.39 -4.79 0.66
H -2.40 -4.33 2.35
H -0.73 -5.83 2.85
H -1.59 -7.14 2.02
H -0.62 -6.58 -0.09
H -0.07 -5.00 0.49
H 1.41 -6.32 2.16
H 1.15 -7.71 1.12
H 3.25 -6.49 0.61
H 2.33 -5.03 0.27
H 3.15 -6.48 -1.73
H 1.89 -7.62 -1.27
H 0.81 -4.91 -1.49
H 0.32 -6.36 -2.39
H -0.63 -4.26 -3.31
H -0.41 -0.68 -4.06
H 1.32 -0.25 -4.13
H 0.24 0.58 -3.01
H 1.30 -0.09 -0.16
H 2.28 -1.56 -0.12
H 2.72 -0.26 -1.22
H -0.62 -2.74 -0.41
H -1.53 -2.52 -1.93
H -1.23 -1.16 -0.86
C 3.69 1.05 -6.31
O 4.10 1.30 -4.98
C 5.49 1.20 -4.77
C 5.98 2.22 -3.77
O 6.00 3.56 -4.23
C 4.77 4.25 -4.37
C 4.10 4.61 -3.06
O 3.51 3.47 -2.48
C 3.55 3.44 -1.07
H 3.77 -0.01 -6.57
H 2.65 1.35 -6.40
H 4.29 1.63 -7.02
H 6.04 1.32 -5.71
H 5.73 0.20 -4.37
H 7.02 1.98 -3.56
H 5.42 2.12 -2.83
H 4.07 3.71 -5.01
H 5.04 5.19 -4.86
H 3.32 5.36 -3.28
H 4.83 5.07 -2.38
H 4.54 3.70 -0.69
H 3.31 2.43 -0.76
H 2.81 4.12 -0.63
C -3.53 2.13 5.66
O -2.87 0.92 5.93
C -2.53 0.73 7.29
C -2.70 -0.71 7.72
O -4.05 -1.13 7.83
C -4.75 -1.45 6.64
C -4.37 -2.77 6.01
O -3.12 -2.69 5.36
C -2.39 -3.89 5.36
H -2.85 2.99 5.73
H -3.92 2.08 4.64
H -4.37 2.30 6.35
H -3.15 1.37 7.93
H -1.48 1.01 7.45
H -2.31 -0.78 8.73
H -2.12 -1.37 7.08
H -4.69 -0.64 5.90
H -5.80 -1.54 6.96
H -5.15 -3.03 5.28
H -4.36 -3.54 6.78
H -2.36 -4.34 6.36
H -1.38 -3.66 5.04
H -2.83 -4.62 4.66
C 0.19 5.10 -2.31
O -0.53 6.04 -1.55
C -0.23 6.01 -0.16
C -0.16 7.40 0.43
O 0.98 8.14 0.03
C 0.98 8.74 -1.25
C 0.12 9.97 -1.38
O -1.26 9.63 -1.44
C -2.11 10.60 -0.87
H -0.18 4.08 -2.16
H 0.06 5.36 -3.36
H 1.26 5.13 -2.07
H 0.73 5.50 0.01
H -1.01 5.45 0.37
H -0.05 7.27 1.51
H -1.09 7.94 0.24
H 0.74 8.02 -2.04
H 2.02 9.06 -1.40
H 0.41 10.49 -2.30
H 0.31 10.64 -0.54
H -1.77 10.90 0.12
H -3.10 10.16 -0.79
H -2.18 11.50 -1.50
*
```

Values from the calculation:
LUMO energy ... 0.23 eV
Total energy ... -2983.2368 hartree
HOMO-LUMO gap ... 9.326 eV
SMILES ... CC(=O)OCCCCCCCCO[P@@](=O)(O)O[Si](C)(C)C.COCCOCCOC.COCCOCCOC.COCCOCCOC
M ... 742.954 g/mol

Mulliken atomic charge list, values in e, 5 entries: number 1, C, carries -0.824; number 2, C, carries 0.697; number 3, O, carries -0.570; number 4, O, carries -0.403; number 5, C, carries -1.076

***

(2)
# C31H72N2O17P5

5 unconnected molecules or ions with the total composition C31H72N2O17P5 (ωB97M-V/def2-TZVPD, the Open Molecules 2025 dataset).

Structure (ORCA input):
```
! RIJCOSX wB97M-V def2-TZVPD def2/J DEFGRID3
* xyz 1 1
N 2.81 3.04 -0.71
P 1.47 2.33 -1.59
O 2.03 1.68 -3.04
N 0.78 0.94 -0.61
C -0.59 0.52 -1.19
C -1.39 1.83 -1.51
C -1.76 2.06 -2.89
C -2.47 3.30 -3.20
C -2.77 4.22 -2.11
C -2.40 3.99 -0.72
C -1.70 2.76 -0.41
H 2.52 3.98 -0.42
H 3.03 2.51 0.14
H 1.35 1.99 -3.68
H 0.63 1.20 0.38
H 1.45 0.15 -0.60
H -0.33 -0.06 -2.11
H -1.17 -0.11 -0.47
H -1.49 1.33 -3.70
H -2.76 3.52 -4.26
H -3.29 5.17 -2.36
H -2.62 4.69 0.12
H -1.35 2.47 0.62
O 6.78 5.48 4.48
P 6.14 5.56 3.12
O 7.02 6.81 2.49
C 8.43 6.89 2.67
C 9.18 6.22 1.53
O 4.78 6.37 3.55
C 4.31 6.33 4.90
C 4.81 7.54 5.66
O 5.39 5.36 1.63
C 6.09 4.89 0.49
C 6.65 3.49 0.70
H 8.75 6.47 3.62
H 8.69 7.95 2.69
H 8.94 5.15 1.48
H 10.25 6.32 1.66
H 8.90 6.66 0.57
H 4.59 5.40 5.39
H 3.21 6.36 4.86
H 5.89 7.66 5.57
H 4.55 7.46 6.72
H 4.36 8.45 5.26
H 6.87 5.59 0.21
H 5.38 4.87 -0.33
H 7.28 3.43 1.59
H 7.24 3.19 -0.17
H 5.83 2.77 0.82
O 5.23 -3.99 -4.49
P 5.58 -3.24 -3.23
O 4.98 -1.75 -3.65
C 3.71 -1.62 -4.27
C 2.60 -1.44 -3.26
O 7.17 -2.98 -3.55
C 7.88 -3.82 -4.47
C 7.89 -3.21 -5.85
O 5.94 -2.65 -1.70
C 4.93 -2.31 -0.77
C 4.06 -3.50 -0.40
H 3.48 -2.47 -4.92
H 3.76 -0.74 -4.91
H 2.52 -2.31 -2.60
H 1.63 -1.30 -3.76
H 2.78 -0.56 -2.63
H 7.46 -4.83 -4.48
H 8.90 -3.91 -4.10
H 6.88 -2.93 -6.18
H 8.32 -3.90 -6.58
H 8.48 -2.29 -5.85
H 4.33 -1.48 -1.15
H 5.43 -1.94 0.13
H 3.63 -3.98 -1.28
H 3.25 -3.19 0.26
H 4.65 -4.26 0.12
O -6.15 -3.64 -3.34
P -5.96 -2.42 -2.47
O -4.56 -2.93 -1.72
C -3.50 -3.53 -2.45
C -2.49 -2.50 -2.93
O -7.03 -2.82 -1.29
C -8.12 -3.70 -1.56
C -7.76 -5.12 -1.18
O -5.80 -0.96 -1.65
C -4.76 -0.05 -1.96
C -4.82 0.46 -3.38
H -3.87 -4.11 -3.30
H -3.01 -4.23 -1.78
H -2.96 -1.79 -3.61
H -1.67 -2.99 -3.46
H -2.08 -1.94 -2.09
H -8.44 -3.63 -2.60
H -8.97 -3.37 -0.95
H -6.82 -5.44 -1.63
H -8.55 -5.82 -1.50
H -7.64 -5.20 -0.10
H -3.79 -0.49 -1.72
H -4.88 0.80 -1.27
H -4.82 -0.36 -4.11
H -3.96 1.10 -3.59
H -5.73 1.03 -3.55
O -5.10 -1.75 5.22
P -5.95 -2.89 4.70
O -6.56 -2.15 3.34
C -5.72 -1.38 2.48
C -5.12 -2.23 1.38
O -7.24 -2.69 5.70
C -7.09 -2.02 6.95
C -7.46 -0.55 6.82
O -6.71 -4.31 4.24
C -6.28 -5.05 3.11
C -4.85 -5.54 3.24
H -4.93 -0.87 3.04
H -6.35 -0.61 2.04
H -4.48 -3.02 1.79
H -4.51 -1.61 0.71
H -5.90 -2.71 0.78
H -6.08 -2.15 7.35
H -7.77 -2.50 7.66
H -6.93 -0.07 5.99
H -7.23 -0.01 7.74
H -8.52 -0.45 6.61
H -6.43 -4.47 2.20
H -6.94 -5.92 3.03
H -4.16 -4.71 3.44
H -4.53 -6.04 2.32
H -4.76 -6.24 4.06
*
```

Values from the calculation:
LUMO energy ... -3.54 eV
Total energy ... -4319.4817 hartree
HOMO-LUMO gap ... 7.880 eV
M ... 899.784 g/mol

Mulliken atomic charge list, values in e, 5 entries: number 1, N, carries -0.344; number 2, P, carries 0.168; number 3, O, carries -0.534; number 4, N, carries -0.186; number 5, C, carries -0.909

***

(3)
# C31H72N3O2Si

4 unconnected molecules or ions with the total composition C31H72N3O2Si (ωB97M-V/def2-TZVPD, the Open Molecules 2025 dataset).

Structure (ORCA input):
```
! RIJCOSX wB97M-V def2-TZVPD def2/J DEFGRID3
* xyz 1 1
C 3.71 -2.82 -1.69
C 3.67 -3.31 -3.12
O 3.92 -2.25 -4.04
C 2.77 -1.57 -4.42
C 3.22 -0.30 -5.14
N 2.06 0.49 -5.56
C 1.37 1.30 -4.77
N 1.74 1.53 -3.50
C 0.71 1.60 -2.45
C -0.43 2.47 -2.94
C -0.90 1.99 -4.30
C -2.03 2.83 -4.90
C -3.13 2.02 -5.61
O -4.42 2.47 -5.27
Si -5.23 1.75 -4.00
C -5.75 0.02 -4.43
C -4.10 1.64 -2.51
C -6.68 2.83 -3.60
N 0.28 1.98 -5.22
H 3.10 -1.91 -1.60
H 4.72 -2.57 -1.37
H 3.28 -3.56 -1.01
H 4.42 -4.08 -3.31
H 2.70 -3.76 -3.34
H 2.15 -1.30 -3.55
H 2.13 -2.17 -5.09
H 3.88 0.29 -4.50
H 3.79 -0.55 -6.02
H 1.78 0.43 -6.52
H 2.62 1.12 -3.23
H 1.18 2.01 -1.56
H 0.35 0.59 -2.22
H -1.27 2.40 -2.24
H -0.12 3.51 -2.99
H -1.25 0.95 -4.21
H -1.61 3.58 -5.57
H -2.51 3.38 -4.08
H -3.01 0.95 -5.37
H -3.03 2.11 -6.70
H -4.91 -0.68 -4.49
H -6.39 -0.35 -3.62
H -6.32 -0.05 -5.36
H -3.23 1.00 -2.64
H -4.69 1.22 -1.69
H -3.79 2.64 -2.19
H -6.44 3.55 -2.83
H -7.02 3.38 -4.48
H -7.52 2.22 -3.24
H 0.01 1.64 -6.14
C 2.67 -1.10 1.38
C 3.61 -2.10 2.06
C 2.89 -3.07 2.99
C 2.16 -2.41 4.16
C 3.05 -1.54 5.06
C 4.18 -2.31 5.74
H 2.18 -0.46 2.11
H 3.22 -0.45 0.70
H 1.90 -1.62 0.81
H 4.39 -1.56 2.60
H 4.13 -2.68 1.29
H 3.61 -3.80 3.37
H 2.16 -3.65 2.41
H 1.70 -3.19 4.77
H 1.34 -1.80 3.79
H 2.42 -1.08 5.82
H 3.48 -0.71 4.48
H 3.77 -3.12 6.35
H 4.76 -1.66 6.39
H 4.87 -2.75 5.02
C -2.90 -1.21 0.18
C -2.94 -2.72 -0.03
C -3.68 -3.13 -1.30
C -5.15 -2.71 -1.35
C -6.00 -3.22 -0.20
C -6.08 -4.74 -0.12
H -3.90 -0.80 0.29
H -2.32 -0.94 1.06
H -2.43 -0.73 -0.69
H -3.39 -3.20 0.84
H -1.91 -3.11 -0.09
H -3.60 -4.21 -1.43
H -3.16 -2.69 -2.17
H -5.58 -3.06 -2.30
H -5.21 -1.61 -1.38
H -7.01 -2.82 -0.31
H -5.63 -2.83 0.75
H -6.48 -5.16 -1.05
H -6.72 -5.07 0.69
H -5.10 -5.19 0.04
C 4.63 1.62 6.77
C 4.40 3.07 7.18
C 2.93 3.39 7.46
C 2.00 3.20 6.27
C 2.37 4.01 5.02
C 2.35 5.52 5.25
H 4.11 1.39 5.84
H 5.69 1.42 6.61
H 4.27 0.94 7.54
H 4.79 3.74 6.41
H 4.98 3.29 8.08
H 2.86 4.42 7.83
H 2.58 2.76 8.28
H 0.98 3.47 6.57
H 1.96 2.14 6.00
H 1.67 3.75 4.22
H 3.36 3.70 4.66
H 1.36 5.85 5.58
H 2.59 6.05 4.33
H 3.07 5.82 6.00
*
```

Values from the calculation:
LUMO energy ... -2.60 eV
Total energy ... -1828.4657 hartree
HOMO-LUMO gap ... 9.644 eV
M ... 547.022 g/mol

Mulliken atomic charge list, values in e, 5 entries: number 1, C, carries -0.571; number 2, C, carries -0.547; number 3, O, carries -0.364; number 4, C, carries 0.152; number 5, C, carries -1.234

***

(4)
# C31H75N5O6

6 unconnected molecules or ions with the total composition C31H75N5O6 (ωB97M-V/def2-TZVPD, the Open Molecules 2025 dataset).

Structure (ORCA input):
```
! RIJCOSX wB97M-V def2-TZVPD def2/J DEFGRID3
* xyz 0 1
C 9.67 -7.49 0.58
C 8.40 -8.33 0.78
C 8.68 -9.28 1.98
C 8.71 -8.74 3.41
C 7.35 -7.98 3.59
C 7.08 -6.90 2.44
N 7.23 -7.50 1.01
O 7.09 -6.68 -0.05
C 5.61 -6.51 2.49
C 7.89 -5.57 2.75
C 8.11 -9.24 -0.42
H 9.44 -6.93 -0.32
H 10.64 -7.98 0.58
H 9.95 -6.65 1.21
H 7.86 -10.00 1.90
H 9.62 -9.76 1.74
H 9.52 -8.02 3.51
H 8.86 -9.52 4.16
H 7.41 -7.62 4.61
H 6.50 -8.66 3.61
H 5.26 -5.70 1.86
H 5.05 -7.36 2.10
H 5.33 -6.41 3.53
H 7.59 -5.24 3.75
H 8.97 -5.72 2.77
H 7.67 -4.82 1.99
H 8.79 -10.09 -0.52
H 8.14 -8.74 -1.39
H 7.15 -9.77 -0.38
H 6.22 -6.93 -0.37
C 3.03 3.14 6.61
C 4.38 3.80 6.24
C 3.92 4.84 5.25
C 5.08 5.81 4.98
C 5.67 6.47 6.23
C 6.05 5.42 7.35
N 5.04 4.33 7.49
O 5.09 3.40 8.57
C 7.43 4.83 7.05
C 6.13 6.15 8.64
C 5.18 2.72 5.42
H 3.38 2.26 7.15
H 2.28 2.92 5.85
H 2.39 3.63 7.34
H 3.59 4.29 4.37
H 3.08 5.46 5.56
H 4.89 6.56 4.21
H 5.94 5.42 4.43
H 5.16 7.34 6.64
H 6.60 6.92 5.88
H 7.68 4.21 7.90
H 7.48 4.22 6.15
H 8.16 5.60 6.79
H 6.74 7.03 8.45
H 5.16 6.40 9.06
H 6.74 5.60 9.36
H 4.55 1.96 4.94
H 5.75 2.15 6.14
H 5.97 3.16 4.81
H 4.25 3.60 9.00
C -6.53 4.37 4.39
O -6.75 4.84 5.68
H -6.44 5.24 3.74
H -5.68 3.69 4.36
H -7.38 3.75 4.10
H -7.66 4.87 5.98
C 1.89 7.19 -5.23
C 0.40 6.94 -5.48
C -0.01 5.41 -5.53
O 0.72 4.68 -6.51
C 1.35 3.51 -6.25
N -0.47 7.44 -4.47
H 2.44 6.57 -5.94
H 2.24 6.65 -4.35
H 2.17 8.24 -5.26
H 0.20 7.44 -6.43
H -1.08 5.29 -5.73
H 0.04 5.00 -4.53
H 2.36 3.64 -5.85
H 1.33 2.92 -7.16
H 0.87 2.92 -5.48
H -0.11 7.19 -3.55
H -0.64 8.44 -4.52
C -16.41 -2.05 -11.03
C -17.05 -2.82 -9.90
C -17.01 -2.22 -8.42
O -15.68 -1.68 -8.18
C -15.63 -1.06 -6.86
N -18.52 -2.98 -10.23
H -15.32 -2.04 -11.06
H -16.54 -0.98 -10.86
H -16.76 -2.31 -12.03
H -16.58 -3.80 -9.93
H -17.28 -3.06 -7.77
H -17.70 -1.38 -8.40
H -16.08 -0.07 -6.90
H -14.66 -0.80 -6.44
H -16.23 -1.68 -6.18
H -18.65 -3.27 -11.19
H -18.85 -2.03 -10.13
C -5.86 -1.09 -3.10
C -5.74 -0.25 -1.84
C -4.44 0.56 -1.78
O -3.36 -0.28 -1.81
C -2.31 -0.13 -0.92
N -6.99 0.55 -1.63
H -5.16 -1.92 -2.97
H -5.76 -0.66 -4.10
H -6.77 -1.68 -3.16
H -5.76 -1.00 -1.05
H -4.56 1.05 -0.81
H -4.15 1.35 -2.48
H -1.86 0.83 -1.16
H -1.60 -0.93 -1.13
H -2.55 -0.22 0.14
H -7.17 1.02 -2.50
H -6.86 1.22 -0.88
*
```

Values from the calculation:
LUMO energy ... 0.63 eV
Total energy ... -1951.0106 hartree
HOMO-LUMO gap ... 8.756 eV
SMILES ... CC1(C)CCCC(C)(C)N1O.CC1(C)CCCC(C)(C)N1O.COC[C@H](C)N.COC[C@H](C)N.COC[C@H](C)N.CO
M ... 613.970 g/mol
ΔE to the lowest compared entry with this formula, charge and spin ... 69.23 kcal per mole

Mulliken atomic charge list, values in e, 5 entries: number 1, C, carries -1.561; number 2, C, carries 1.557; number 3, C, carries -1.438; number 4, C, carries -0.679; number 5, C, carries -1.197

***

Result set for E_HOMO: -9.101, -11.424, -12.244, -8.128 eV, one per record in the order listed.
Result set for strongest force on any atom: 0.483, 8.732, 1.193, 5.173 eV Å⁻¹, one per record in the order listed.